{
  "formula": "C38H55ClOP4Sn",
  "method": "ωB97M-V/def2-TZVPD",
  "species": ["P", "C", "C", "H", "C", "H", "C", "H", "C", "H", "C", "H", "C", "C", "H", "C", "H", "C", "H", "C", "H", "C", "H", "C", "C", "H", "C", "H", "C", "H", "C", "H", "C", "H", "Sn", "C", "C", "H", "C", "O", "H", "C", "H", "C", "Cl", "P", "P", "C", "H", "H", "H", "C", "H", "H", "H", "C", "H", "H", "H", "C", "H", "H", "H", "C", "H", "H", "H", "C", "H", "H", "H", "P", "C", "C", "H", "H", "H", "H", "H", "H", "C", "H", "H", "H", "H", "C", "C", "C", "C", "C", "C", "H", "H", "H", "H", "H", "H", "H", "H", "H"],
  "xyz": [[-0.395786, 0.498291, -3.321977], [-0.796750, -0.810963, -4.492806], [-1.905049, -0.720560, -5.354218], [-2.588198, 0.124693, -5.266152], [-2.118439, -1.708123, -6.319471], [-2.969357, -1.619283, -6.996614], [-1.237785, -2.791146, -6.425510], [-1.395039, -3.548630, -7.195967], [-0.149928, -2.894660, -5.550398], [0.539970, -3.736406, -5.628089], [0.066610, -1.914634, -4.578270], [0.906080, -1.985401, -3.884644], [-1.850473, 1.532081, -3.103170], [-3.010302, 0.952683, -2.558602], [-3.028145, -0.115381, -2.332926], [-4.137387, 1.742591, -2.310461], [-5.017633, 1.292756, -1.854088], [-4.137533, 3.094324, -2.672330], [-5.032799, 3.700023, -2.519286], [-2.996652, 3.662170, -3.241908], [-2.995512, 4.709262, -3.543017], [-1.844313, 2.896749, -3.439297], [-0.952747, 3.345200, -3.881054], [0.980039, 1.454979, -3.989831], [1.039977, 1.704923, -5.375717], [0.238557, 1.339162, -6.019389], [2.124375, 2.394429, -5.920288], [2.155054, 2.585535, -6.994078], [3.173678, 2.823408, -5.098476], [4.026798, 3.352101, -5.526498], [3.127169, 2.563542, -3.722120], [3.939788, 2.877836, -3.068237], [2.032097, 1.893341, -3.171804], [1.998848, 1.703131, -2.097439], [0.440322, -1.013966, 1.275987], [-0.058500, 0.912974, 2.245516], [-0.502287, 1.881636, 1.441456], [0.074012, 1.021164, 3.329035], [-0.560565, 1.653655, -0.077751], [0.277665, 2.682432, -0.667136], [0.182156, 2.650835, -1.640972], [-0.103144, 0.282146, -0.511656], [-1.613623, 1.770656, -0.425720], [0.029040, -0.229188, -1.727945], [0.978410, -3.039735, -0.086679], [3.010987, -0.521529, 1.334196], [-2.000256, -1.929596, 1.541373], [3.916943, -2.011984, 1.825137], [3.797712, -2.784739, 1.055328], [3.493526, -2.394580, 2.760793], [4.978959, -1.759255, 1.953075], [3.653564, 0.033813, -0.263420], [3.399269, 1.088761, -0.426364], [3.208301, -0.566507, -1.066891], [4.745958, -0.087994, -0.275308], [3.375276, 0.772292, 2.550001], [2.982308, 0.483204, 3.532387], [2.895008, 1.710566, 2.244417], [4.462703, 0.916356, 2.616871], [-2.048310, -3.434883, 2.548774], [-1.897244, -3.180327, 3.606205], [-1.237447, -4.107891, 2.240011], [-3.020182, -3.929651, 2.408984], [-3.104424, -0.716012, 2.315081], [-3.180181, 0.177848, 1.681593], [-2.694734, -0.414561, 3.287440], [-4.103677, -1.150943, 2.454853], [-2.734318, -2.349575, -0.061922], [-1.970311, -2.806415, -0.702707], [-3.117981, -1.445671, -0.551110], [-3.555573, -3.061379, 0.099123], [-1.008291, 3.553881, 1.985332], [-1.238669, 3.465343, 3.754361], [-2.524406, 3.947972, 1.109046], [-0.296854, 3.179985, 4.242217], [-2.009412, 2.722986, 4.001890], [-1.555440, 4.454987, 4.110875], [-2.334467, 4.017105, 0.029683], [-2.905386, 4.909941, 1.477948], [-3.273600, 3.165869, 1.290293], [0.287487, 4.712641, 1.547516], [1.245947, 4.355125, 1.943556], [0.051865, 5.696395, 1.976351], [0.359181, 4.771083, 0.455055], [0.420283, -1.250813, -1.796502], [0.553640, -4.803572, 5.258781], [1.586977, -3.677084, 5.127310], [1.623661, -2.863889, 6.426407], [2.959260, -4.316632, 4.887026], [1.247072, -2.797667, 4.015043], [0.919256, -2.037817, 3.114141], [0.812055, -5.455548, 6.104763], [0.535436, -5.416606, 4.351121], [-0.451817, -4.404904, 5.430416], [1.888388, -3.508027, 7.274447], [2.365113, -2.060898, 6.360353], [0.646173, -2.413701, 6.627789], [2.945074, -4.913854, 3.968688], [3.739300, -3.553958, 4.795152], [3.223599, -4.978322, 5.723018]],
  "forces_ev_per_a": [[-0.039, -0.175, -0.130], [-0.201, -0.333, -0.168], [0.240, -0.015, 0.077], [0.133, -0.220, -0.124], [0.142, 0.026, 0.124], [0.258, -0.063, 0.218], [0.042, 0.291, 0.195], [0.044, 0.233, 0.283], [-0.020, 0.130, 0.115], [-0.242, 0.243, 0.042], [-0.098, 0.081, -0.150], [-0.111, -0.139, -0.292], [-0.330, 0.490, -0.023], [-0.097, 0.279, 0.072], [0.007, 0.290, -0.018], [0.319, -0.170, -0.184], [0.148, 0.102, -0.183], [0.192, -0.079, 0.020], [0.290, -0.179, -0.041], [0.047, 0.011, 0.036], [-0.032, -0.250, 0.096], [-0.140, -0.343, 0.042], [-0.235, -0.073, 0.102], [0.400, 0.208, -0.345], [0.021, -0.006, 0.196], [0.235, 0.119, 0.068], [-0.073, -0.049, 0.136], [-0.002, -0.066, 0.336], [-0.230, -0.178, 0.314], [-0.267, -0.182, 0.117], [-0.240, 0.014, -0.256], [-0.179, -0.044, -0.212], [0.034, -0.054, 0.030], [0.096, -0.029, -0.356], [0.334, 0.006, 0.488], [-0.053, 0.298, 0.264], [0.193, 0.045, -0.138], [-0.271, 0.248, -0.284], [-0.230, 0.049, -0.811], [-0.557, -0.149, -0.267], [-0.034, 0.127, 0.709], [0.128, -0.320, 1.071], [0.439, 0.141, 0.158], [0.050, -0.113, -0.554], [-0.151, 0.258, -0.094], [-0.609, -0.270, -0.149], [0.392, -0.001, -0.166], [0.321, 0.114, -0.070], [0.025, 0.235, 0.138], [0.121, 0.180, -0.249], [-0.209, -0.183, -0.017], [0.522, 0.041, -0.076], [0.062, -0.224, 0.093], [0.128, 0.066, 0.216], [-0.244, 0.143, -0.183], [0.348, 0.107, 0.039], [0.103, -0.045, -0.218], [0.140, -0.206, 0.014], [-0.272, 0.086, 0.101], [-0.191, -0.111, 0.050], [-0.025, -0.053, -0.316], [-0.196, 0.207, 0.026], [0.256, 0.069, 0.141], [-0.362, -0.051, 0.116], [0.027, -0.235, 0.088], [-0.102, -0.131, -0.189], [0.181, 0.205, 0.032], [-0.291, -0.190, -0.047], [-0.146, 0.047, 0.176], [0.076, -0.205, 0.155], [0.122, 0.207, -0.218], [0.742, -1.553, -0.664], [-0.222, 0.318, 0.253], [-0.251, 0.301, 0.168], [-0.242, 0.145, -0.178], [0.197, 0.216, -0.115], [0.096, -0.267, 0.068], [0.052, 0.010, 0.284], [-0.014, -0.211, -0.185], [0.186, 0.202, 0.020], [-0.055, 0.467, 0.145], [-0.259, 0.069, -0.028], [0.155, -0.168, -0.138], [-0.066, -0.016, 0.343], [-0.133, 0.170, -0.153], [-0.208, -0.147, -0.057], [0.248, -0.460, 0.578], [-0.015, 0.171, 0.195], [0.230, -0.104, -0.113], [-0.604, 0.898, -0.907], [0.073, -0.656, 0.597], [-0.037, 0.196, -0.202], [-0.028, 0.078, 0.125], [0.121, -0.041, -0.004], [-0.052, 0.097, -0.202], [-0.088, -0.096, 0.025], [0.124, -0.048, -0.005], [0.054, 0.077, 0.124], [-0.052, -0.096, 0.042], [-0.089, 0.182, -0.184]],
  "mulliken_charge": [2.10, 0.38, -0.06, 0.39, -0.74, 0.43, -0.50, 0.41, -0.77, 0.42, -0.79, 0.37, -0.01, -0.24, 0.56, -0.73, 0.47, -0.67, 0.44, -0.78, 0.44, -0.37, 0.47, 0.46, -0.64, 0.48, -0.68, 0.42, -0.64, 0.41, -0.75, 0.46, 0.66, -0.54, 1.75, -0.88, 0.14, 0.10, 1.09, -0.89, 0.28, -0.31, -0.33, -0.70, -0.44, 0.99, 1.18, -0.68, 0.37, -0.22, 0.52, -1.23, 0.27, 0.24, 0.58, -1.16, 0.25, 0.16, 0.50, -1.21, 0.24, 0.32, 0.59, -1.18, 0.13, 0.31, 0.50, -1.07, 0.31, 0.07, 0.57, 1.40, -1.26, -1.15, 0.40, 0.39, 0.44, 0.23, 0.51, 0.37, -1.28, 0.39, 0.49, 0.35, -0.32, -1.56, 2.04, -1.61, -1.71, 0.35, -1.93, 0.43, 0.35, 0.31, 0.41, 0.35, 0.36, 0.36, 0.36, 0.45],
  "homo_energy_ev": -12.755,
  "e_lumo_ev": -4.66,
  "molar_mass_g_mol": 805.9,
  "total_charge": 2
}

=====

{
  "formula": "C3H5NO2",
  "method": "ωB97M-V/def2-TZVPD",
  "species": ["O", "C", "C", "N", "C", "O", "H", "H", "H", "H", "H"],
  "xyz": [[-0.411372, -1.738884, -1.126142], [-0.269488, -0.850563, -0.080590], [0.956482, 0.141916, 0.598143], [-0.186448, 1.036515, 0.915081], [-0.756317, 0.537825, -0.264491], [-1.082423, 1.100072, -1.283856], [-0.758580, -1.279417, -1.909768], [-0.584021, -1.354687, 0.832300], [1.450334, -0.315554, 1.455443], [1.684836, 0.683226, -0.026253], [-0.043002, 2.039553, 0.890134]],
  "forces_ev_per_a": [[0.783, 0.296, -0.132], [0.200, 0.249, 0.312], [0.216, -0.578, -0.036], [-0.096, 0.278, -0.255], [-0.457, 0.320, -0.377], [-0.484, -0.247, 0.462], [0.301, 0.174, 0.293], [-0.203, 0.217, -0.071], [-0.168, 0.049, 0.000], [-0.335, -0.721, -0.273], [0.242, -0.038, 0.077]],
  "mulliken_charge": [-0.53, 0.07, -0.49, -0.41, 0.50, -0.60, 0.34, 0.30, 0.26, 0.29, 0.27],
  "relative_energy_kj_mol": 211.7,
  "homo_energy_ev": -10.271,
  "e_lumo_ev": 0.90,
  "molar_mass_g_mol": 87.1,
  "total_charge": 0
}

=====

{
  "formula": "C4H4N2O2",
  "method": "ωB97M-V/def2-TZVPD",
  "species": ["C", "C", "C", "C", "H", "H", "H", "H", "N", "N", "O", "O"],
  "xyz": [[-0.236923, 0.277556, -0.964531], [1.214502, 0.115312, -0.924063], [-0.044900, -0.192680, 1.513397], [-0.770276, -0.123529, 0.259005], [-0.395947, 0.475259, -2.899180], [1.943790, -0.025731, -1.830959], [-1.406806, 0.142329, 2.766180], [-1.995860, -0.191444, 0.051192], [1.912621, -0.290599, 0.094298], [-0.395445, -0.119554, 2.751467], [-1.007828, 0.483946, -2.055863], [1.183072, -0.550865, 1.239057]],
  "forces_ev_per_a": [[0.686, -2.001, 3.197], [2.540, -0.755, -1.958], [-2.317, 0.166, 0.421], [-5.065, 1.823, -3.724], [-1.806, 0.083, 2.404], [-1.784, 1.093, 1.272], [0.969, -0.416, 0.084], [3.207, 0.104, 1.582], [-1.970, 0.070, -0.538], [-0.810, 0.459, -1.775], [2.406, -0.045, -2.081], [3.945, -0.579, 1.114]],
  "mulliken_charge": [0.60, -0.20, 0.55, -0.29, 0.36, 0.27, 0.24, 0.18, -0.30, -0.70, -0.51, -0.20],
  "relative_energy_kj_mol": 451.6,
  "homo_energy_ev": -9.107,
  "e_lumo_ev": -0.18,
  "molar_mass_g_mol": 112.1,
  "smiles": "[H]/N=c1\\cc(O)cno1",
  "total_charge": 0
}

=====

{
  "formula": "CH11O5",
  "method": "ωB97M-V/def2-TZVPD",
  "species": ["C", "O", "H", "H", "H", "H", "H", "O", "H", "H", "O", "H", "H", "O", "H", "H", "O"],
  "xyz": [[1.099650, -0.676112, -0.479274], [-0.049192, 0.167413, -0.020668], [0.820045, -1.769504, -0.329695], [2.031161, -0.394553, 0.120724], [1.196344, -0.488298, -1.550023], [1.281523, 1.428353, 0.084676], [1.490845, 2.831243, 0.585559], [2.027360, 2.147609, 0.192272], [0.372282, 0.356517, 1.676447], [-0.051429, -0.305040, 3.067613], [0.657762, 0.197345, 2.628693], [-1.505310, 1.104091, -0.683604], [-1.922375, 0.319383, -1.824772], [-2.305051, 1.021513, -1.277093], [-2.284700, -2.491355, -0.519140], [-1.260346, -1.357239, -0.628286], [-1.598571, -2.091365, -1.043423]],
  "forces_ev_per_a": [[-1.841, 0.602, 1.531], [2.097, -0.982, -0.142], [0.689, 1.131, -0.108], [-0.968, -0.642, -0.984], [0.561, -0.141, -0.069], [1.160, 1.138, 0.016], [-0.021, 0.529, 0.263], [-1.480, -1.542, -0.360], [-0.229, -0.626, 0.277], [0.393, 0.385, -0.657], [-0.318, 0.031, 0.268], [-0.615, -0.161, -0.295], [-0.488, 0.071, -0.066], [0.985, 0.043, 0.238], [-0.178, 0.223, 0.376], [1.418, 3.339, 2.207], [-1.166, -3.397, -2.494]],
  "mulliken_charge": [-0.82, -0.97, 0.27, 0.32, 0.26, 0.42, 0.29, -0.69, 0.38, 0.27, -0.73, 0.40, 0.29, -0.71, 0.27, 0.37, -0.63],
  "relative_energy_kj_mol": 88.9,
  "homo_energy_ev": -4.523,
  "e_lumo_ev": 3.83,
  "molar_mass_g_mol": 103.1,
  "total_charge": -1
}

=====

{
  "formula": "C4H5O4Sc",
  "method": "ωB97M-V/def2-TZVPD",
  "species": ["O", "C", "O", "O", "Sc", "C", "C", "O", "C", "H", "H", "H", "H", "H"],
  "xyz": [[1.618466, 1.413127, 0.968221], [2.110841, 0.650140, 0.020984], [3.167368, 0.021312, 0.122328], [1.223046, 0.411118, -0.944808], [-0.091859, 1.710847, -0.072684], [-0.819445, -2.089956, -0.851454], [-1.687162, -1.914829, 0.169413], [-1.987607, -0.714906, 0.759415], [-2.190777, 0.429625, 0.066750], [-0.388724, -3.083990, -0.971062], [-0.833845, -1.428737, -1.721196], [-2.088745, -2.739896, 0.759171], [-2.697197, 1.184581, 0.679674], [-2.454792, 0.309805, -0.992176]],
  "forces_ev_per_a": [[-2.868, 2.118, -0.129], [4.084, -4.335, 0.770], [-2.368, 2.093, -0.559], [-2.688, 2.219, -0.210], [3.671, -2.241, 0.090], [-1.858, -0.128, -0.323], [1.416, -1.153, 0.084], [-1.182, 1.084, -0.713], [0.683, -0.346, 0.074], [-0.406, 0.195, -0.207], [1.083, 0.306, 0.615], [0.612, 0.388, 0.322], [-0.128, -0.298, -0.109], [-0.050, 0.098, 0.296]],
  "mulliken_charge": [-0.60, 0.96, -0.52, -0.54, 1.36, -0.57, 0.18, -0.17, -1.01, 0.27, 0.24, 0.36, 0.57, 0.47],
  "relative_energy_kj_mol": 34.0,
  "homo_energy_ev": [-13.397, -13.396],
  "s_squared": 0.77,
  "e_lumo_ev": [-6.20, -7.30],
  "molar_mass_g_mol": 162.0,
  "spin_multiplicity": 2,
  "total_charge": 1
}